Record 1
C2O3S | ωB97M-V/def2-TZVPD

HOMO-LUMO gap, eV: 11.0
HOMO, eV: -10.6679
Structure (SMILES): O=C=O.O=C=S
Charge: 0

Last columns: bonded neighbours and bond lengths (Å).
Geometry (Å):
1 C 2.090 1.670 -0.087  O3 1.158, S6 1.548
2 C -1.976 -1.690 0.203  O4 1.170, O5 1.162
3 O 3.103 1.941 0.403  C1 1.158
4 O -3.090 -2.042 0.142  C2 1.170
5 O -0.933 -1.177 0.207  C2 1.162
6 S 0.806 1.299 -0.867  C1 1.548

***

Record 2
C5H11N4 | ωB97M-V/def2-TZVPD

HOMO-LUMO gap (spin up / spin down), eV: 8.9 / 8.0
HOMO (spin up / spin down), eV: -13.6797 / -13.5818
Charge: +1

Last columns: bonded neighbours and bond lengths (Å).
Geometry (Å):
1 C 0.390 -0.191 -2.169  C5 1.491, N6 1.156
2 C 0.853 1.960 1.374  N7 1.283, N9 1.324, H10 1.117
3 C -1.739 -0.009 -0.856  C5 1.459, H11 1.058, H12 1.141, H13 1.098
4 C -0.396 -2.059 -0.780  C5 1.565, H14 1.132, H15 1.086, H16 1.160
5 C -0.367 -0.500 -0.923  C1 1.491, C3 1.459, C4 1.565, N8 1.487
6 N 0.809 0.165 -3.186  C1 1.156
7 N 0.924 3.236 1.484  C2 1.283, H17 0.974, H18 1.027
8 N 0.481 0.049 0.168  C5 1.487, N9 1.315
9 N 0.242 1.324 0.387  C2 1.324, N8 1.315, H20 0.989
10 H 1.549 1.380 2.028  C2 1.117
11 H -2.363 -0.588 -1.484  C3 1.058
12 H -2.088 -0.026 0.231  C3 1.141
13 H -1.719 1.050 -1.144  C3 1.098
14 H -0.937 -2.315 0.181  C4 1.132
15 H 0.634 -2.384 -0.664  C4 1.086
16 H -1.005 -2.525 -1.650  C4 1.160
17 H 1.468 3.615 2.198  N7 0.974
18 H 0.480 3.807 0.754  N7 1.027
19 H 2.185 0.144 -0.642  no bonds
20 H -0.328 1.903 -0.176  N9 0.989

***

Which energy above the lowest of the compared OMol25 structures with the same formula, charge and spin belongs to each record? In order, 7.7, 590.3 kJ/mol.
Which total energy belongs to each record? In order, -700.17424, -415.69839 hartree.